Formula: C52H90FGaN11O3
Source: the Open Molecules 2025 dataset
Level of theory: ωB97M-V/def2-TZVPD

Results
HOMO-LUMO gap: 6.40 eV
charge: -1
HOMO energy: -4.79 eV
energy: -132991.6477 eV
LUMO: 1.607 eV

CARTESIAN COORDINATES (ANGSTROEM)
C  4.301936  -4.502615  1.740078
N  1.787902  8.578136  2.480962
N  1.453212  3.536767  4.803422
C  -11.162700  3.345198  -1.037305
C  -11.356461  1.601858  -3.471240
H  -8.031992  3.148194  -2.109470
C  -1.375218  1.541717  1.709691
H  -0.670370  3.315390  6.006638
H  -2.098625  2.207131  2.384184
H  1.142930  1.838204  6.228915
H  6.597561  -4.810575  3.323493
C  0.250291  -0.310086  0.010270
H  -5.898197  -4.443136  -3.119177
H  -2.799819  -0.178667  1.256231
H  3.772875  -4.643414  0.792221
H  -11.046998  4.325149  -0.563517
H  -1.404947  5.630641  4.071202
H  9.516958  -1.406265  3.512587
O  5.126571  2.589081  0.533548
C  2.777508  1.270767  4.689017
F  5.046592  4.749979  -1.954073
C  -7.348228  1.712129  -0.669946
H  -0.070410  -4.636936  -4.945625
H  -2.373865  0.747483  -2.452711
H  0.153789  -3.923996  5.528922
H  -6.339626  2.660027  -2.310179
H  10.840603  -1.854692  2.421911
N  -7.350645  1.227780  0.494350
C  1.988828  0.874400  3.306540
H  -11.310665  2.599599  -0.247605
C  -2.247836  0.663187  0.615608
C  1.793318  9.646384  -0.086653
C  -3.814827  -4.752568  -2.700731
H  4.155600  0.151483  2.655972
C  2.436062  -5.328188  -3.149181
H  -0.099365  -0.385636  6.988900
H  -1.745252  -1.236751  -0.605368
C  -1.334857  -0.127801  -0.491777
C  0.984425  5.363386  3.228376
Ga  2.870253  0.664610  0.327024
C  -1.004125  -2.908771  -5.894202
H  -3.699125  -3.772618  -2.226943
H  1.664307  1.809784  2.647653
H  -13.246070  3.654631  -1.455750
N  -10.338299  1.267983  -4.136115
H  -0.735223  1.594800  -2.026743
H  1.774018  -6.812746  -4.578127
H  3.373947  -7.142050  -3.916286
H  9.345601  0.833593  2.429127
H  -12.166226  4.125135  -2.768272
H  0.339207  8.243012  -0.860386
H  4.162711  -4.061162  -3.511791
C  -0.002247  -2.554627  7.199179
C  -0.363362  5.070745  4.151120
H  1.106554  10.498550  -0.122858
O  1.080237  0.871709  -0.268906
C  3.849504  2.492014  0.092982
H  0.437099  -1.476634  -5.126077
C  -7.780850  1.227890  -3.078305
H  -3.091854  2.356622  -0.840222
C  0.441896  -2.896732  5.775631
C  3.026498  0.012209  2.317745
H  1.714837  -4.588667  -3.514377
H  -6.847136  -0.500274  -2.129728
H  5.708876  -3.098357  0.927557
N  -0.573919  -2.908881  -2.321548
H  2.827045  0.270551  5.338935
H  -12.790381  1.235935  -1.916850
C  -3.430865  1.613220  -0.002862
H  -4.341303  0.928380  -0.291390
H  1.967568  -5.844616  -2.302410
H  0.987479  0.271502  3.502281
C  -4.995738  -4.737875  -3.666100
H  1.950687  6.643767  -1.859970
C  -7.345229  2.296028  -2.073265
N  -0.759569  -1.153641  3.972318
H  -2.022614  -3.244005  -5.662896
H  1.331654  9.019371  -2.094268
C  2.158917  4.334172  3.728147
H  3.311513  7.661120  -1.350082
C  5.733778  -4.043241  1.484136
H  -0.881770  0.766263  2.437330
H  1.469554  -0.995292  7.556330
H  -13.447409  2.063237  -3.340431
C  -12.343611  3.359891  -2.002673
H  2.732211  2.832817  6.467223
H  3.260054  4.152214  3.374475
C  2.708249  -6.342180  -4.255723
H  6.234602  -4.779761  0.846062
C  -0.571503  -2.424531  -3.485844
C  5.883878  -2.812816  3.648706
C  3.700224  -4.604762  -2.680848
C  -6.854696  0.016004  -3.094902
H  1.164727  6.127963  2.359038
N  5.518410  -6.450093  -1.669521
C  -1.293980  0.555766  -1.980977
C  0.009000  3.828133  5.196498
H  3.738147  -3.764783  2.319652
H  3.450462  -3.880412  -1.898494
H  0.675298  -1.207205  -0.640802
H  -0.411134  -4.843250  -6.662481
H  0.450707  -3.267865  7.896711
H  11.100412  1.590260  0.847445
C  10.256248  0.234248  2.307828
C  -0.214813  -1.944029  4.790067
C  2.283850  7.366361  -1.108289
N  5.338746  -1.939061  4.376421
N  3.079532  3.658075  -0.532067
H  -3.816151  2.293799  0.899731
C  9.933594  -1.247241  2.512453
C  6.541004  -3.866031  2.771680
H  -0.569505  2.236320  1.222290
H  1.530466  -2.817737  5.682696
C  -12.583720  2.004153  -2.669839
H  -5.442508  -6.861832  -3.580277
C  2.017738  2.382603  5.626849
C  -0.568503  -1.840633  -4.889163
H  -4.818353  -3.972632  -4.431699
C  4.693913  -5.613373  -2.128095
H  0.073282  -0.950039  8.649590
H  -1.255267  -0.988467  -4.925368
H  2.652024  -1.098919  2.379979
C  0.384735  -1.139727  7.617515
H  -7.187859  -0.706589  -3.846583
N  8.082614  -2.076960  0.610015
H  -5.827033  0.310765  -3.336694
C  8.921918  -1.700667  1.472662
C  1.790318  9.062486  1.316667
C  1.357696  8.578246  -1.091692
H  0.312557  -0.647103  1.137857
H  0.949693  -3.825897  -6.152592
H  4.286385  -5.453968  2.284250
H  10.164139  0.281285  0.128957
H  -7.806892  1.669015  -4.080880
H  11.781957  -0.046337  0.785078
C  -0.077971  -4.120656  -5.910799
H  -8.799339  0.892656  -2.846998
H  -2.875013  -4.977104  -3.215024
H  -0.794714  -0.249854  -2.704856
C  -4.008588  -6.495909  -5.134666
O  2.952700  3.897661  -2.962681
H  3.165472  -5.859053  -5.126913
H  3.896012  1.604623  4.542823
H  7.562200  -3.549906  2.534266
H  2.798920  10.010383  -0.323567
H  -10.222887  3.120662  -1.551597
H  2.953721  4.442784  0.149143
H  10.960237  0.557690  3.082561
N  -2.990425  -6.829783  -5.799542
H  -6.099536  -6.034530  -5.003858
H  -1.090103  -2.665081  7.286215
H  -3.962792  -5.498168  -1.911031
C  -5.235847  -6.093614  -4.333266
H  -1.030167  -2.467645  -6.896777
H  3.543535  -0.461692  -0.629507
C  10.859848  0.526240  0.937751
H  2.291410  6.850081  -0.143115
C  3.693577  4.105324  -1.840274

Force components x, y, z for each atom (eV/Å):
-0.08 -0.04 0.02
0.02 3.91 -9.27
-1.79 0.16 0.78
0.02 0.05 0.13
6.58 -2.50 -4.61
0.14 -0.09 0.20
-0.35 -0.38 0.36
2.05 0.94 -1.93
1.43 -1.42 -1.54
1.68 1.42 -1.60
-0.12 0.19 0.10
0.30 -0.35 -0.96
0.01 -0.11 -0.17
1.12 1.82 -1.33
0.08 -0.02 0.14
-0.02 -0.17 -0.03
2.61 -1.38 0.16
-0.10 -0.11 -0.22
-7.44 0.36 -2.91
-0.45 -0.49 0.85
-3.89 -1.88 0.55
0.08 -2.96 7.97
-0.02 0.11 -0.09
2.07 -0.52 1.23
0.01 0.22 -0.17
-0.07 -0.07 0.24
-0.20 -0.02 -0.12
-0.09 3.80 -9.27
0.67 0.40 -1.00
0.09 0.11 -0.11
-0.30 0.33 0.69
-0.20 -0.58 0.93
0.04 0.10 0.08
-2.41 -0.58 -0.50
-0.22 -0.29 -0.18
0.09 -0.12 -0.02
0.75 2.34 0.17
0.78 0.05 -0.02
0.50 -3.61 3.38
-0.09 -0.97 0.49
0.00 -0.35 -0.12
0.03 -0.18 -0.04
0.61 -1.63 1.90
0.02 -0.12 -0.16
-8.80 2.76 4.88
-0.88 -2.36 0.28
0.11 0.09 -0.01
-0.01 0.13 -0.03
0.12 -0.19 0.07
-0.13 -0.17 0.04
0.13 0.17 -0.01
0.10 -0.14 0.18
-0.12 0.22 0.29
3.75 -2.51 0.62
0.13 -0.10 0.22
-1.29 -1.59 0.95
6.11 -0.07 2.69
-0.10 -0.05 0.23
0.18 -0.48 0.10
-0.59 -1.66 1.41
-0.63 0.74 -0.58
-0.79 0.11 1.00
0.17 0.01 0.23
0.05 0.12 -0.06
0.14 -0.18 0.16
-0.01 3.56 -9.34
0.05 2.10 -1.31
0.17 0.01 -0.17
-0.37 0.01 1.30
1.72 1.50 0.09
0.07 0.21 -0.07
2.35 1.31 -0.18
0.22 0.30 0.24
0.09 0.09 0.09
-0.04 -0.64 0.92
4.18 -6.43 6.66
0.11 0.13 -0.02
-0.02 0.08 0.17
-6.29 1.41 1.14
-0.11 -0.09 0.05
-0.34 0.03 -0.34
-0.73 1.76 -1.49
-0.15 0.02 -0.01
0.24 -0.15 -0.04
0.21 0.33 0.19
-1.28 -1.02 -1.86
-2.57 0.18 0.97
-0.07 -0.09 -0.07
0.07 0.14 0.12
0.08 -3.10 7.87
-3.41 5.82 5.12
0.47 -0.85 0.49
0.12 -0.05 -0.04
-0.66 -1.63 2.13
-6.57 6.56 -3.63
-0.46 -0.33 -0.64
2.16 4.80 -5.74
0.10 -0.04 -0.04
0.22 -0.10 -0.03
-0.84 1.52 1.29
0.07 0.08 0.11
-0.04 -0.02 -0.18
0.00 -0.16 0.01
0.02 0.40 -0.18
-3.54 5.13 -5.74
0.04 -0.12 -0.14
4.33 -6.94 -5.67
2.79 1.24 -1.77
0.73 -1.48 -1.95
-0.84 -0.07 -0.74
-0.61 0.80 0.43
-1.52 -1.47 0.85
-0.16 0.11 -0.15
0.93 -0.04 -0.59
0.17 0.02 -0.17
0.75 -0.55 0.38
-0.20 -0.59 0.90
-0.13 -0.16 0.04
5.76 -5.37 3.15
0.08 -0.02 -0.11
0.16 -0.09 0.26
1.22 1.83 -0.09
0.04 0.10 0.12
0.04 0.11 0.05
6.83 3.08 6.78
-0.09 -0.10 0.06
-5.60 -2.74 -5.76
0.09 -2.95 7.93
-0.05 -0.39 -0.15
-0.33 0.69 -2.00
-0.09 -0.04 0.05
-0.04 0.06 -0.07
0.07 -0.03 0.14
-0.09 0.04 0.25
-0.10 0.07 -0.01
0.00 -0.14 -0.13
0.62 0.22 0.03
-0.11 0.00 0.07
-0.77 2.14 1.66
6.73 -2.52 -4.57
6.10 1.85 7.48
-0.04 -0.08 0.08
-2.26 -0.63 -0.13
-0.30 0.02 0.18
-0.09 -0.10 0.20
-0.16 -0.05 0.06
0.56 -0.69 -0.74
-0.13 -0.15 0.01
-8.07 2.72 5.27
0.23 -0.16 -0.04
0.17 -0.08 -0.08
0.05 0.10 -0.09
0.91 -0.02 -0.62
-0.03 0.08 0.17
0.03 0.25 -0.02
0.06 0.08 -0.09
0.00 0.14 -0.05
-4.48 -0.99 -5.17

Atomic partial charges in e from the Mulliken method, atoms 1 to 99: -1.024 -0.491 0.282 -0.775 0.409 0.321 -0.523 0.256 0.384 -0.025 0.388 -0.427 0.325 0.182 0.154 0.372 0.246 0.285 -0.657 -0.464 -0.269 0.197 0.139 0.159 0.326 0.380 0.336 -0.572 1.137 0.328 0.236 -0.456 -0.997 0.366 0.234 0.248 0.048 0.602 -0.005 0.084 -0.363 0.223 -0.093 0.310 -0.589 0.180 0.364 0.447 0.312 0.293 0.306 0.368 -0.516 -0.678 0.300 -0.261 0.397 0.346 -0.226 0.226 -0.348 -0.483 -0.261 0.349 0.208 -0.643 0.075 0.289 -1.056 0.180 0.270 -0.840 -0.343 0.350 -0.353 -0.572 0.104 0.340 -0.301 0.323 -0.198 -0.291 0.283 0.302 -0.443 0.226 0.306 -1.312 0.328 0.435 0.344 -0.222 -1.331 0.102 -0.578 -0.539 -0.213 0.242 0.207

Formula: C28H41FMgN6O9SSi2
Source: the Open Molecules 2025 dataset
Level of theory: ωB97M-V/def2-TZVPD

Results
HOMO-LUMO gap: 1.06 eV
charge: 0
HOMO energy: -8.06 eV
energy: -91803.0970 eV
energy relative to the best compared isomer or geometry (same formula, charge and spin): 59.0 kcal/mol
LUMO: -6.997 eV

CARTESIAN COORDINATES (ANGSTROEM)
H  0.360590  -8.015656  -4.945780
C  -6.876668  0.415600  3.402119
S  0.768115  3.271726  -2.160441
H  2.175464  -7.537122  1.006185
C  4.919714  -8.785630  -0.512296
N  -0.015970  4.263989  0.386399
C  -1.233276  6.969313  -1.735475
H  3.926347  -3.894930  0.650625
C  1.245250  7.547170  0.639402
N  6.273170  -4.046249  2.531186
H  -5.365852  4.888825  0.899891
C  0.674410  2.784010  1.816171
H  3.130907  0.309263  0.605035
H  2.321657  -4.145358  1.367161
H  -8.701682  3.749942  2.354405
H  2.218054  7.387433  0.101650
C  -7.170218  2.379468  1.839002
O  2.616488  -2.353711  0.383593
C  -7.879099  0.877318  4.164570
H  -1.410020  2.867697  -3.302327
Si  -4.602843  4.913240  -0.354632
N  2.669371  -7.072466  -2.847526
H  6.782893  -7.706449  -0.601534
C  -0.958743  3.738927  -2.714036
C  3.303170  -6.847819  -4.039116
C  -0.816119  5.077468  -3.565292
C  0.095157  7.531095  1.059586
O  -2.915369  5.106401  -0.046507
N  -4.769037  3.369455  -1.255832
Mg  -1.623385  3.752247  -5.842895
H  5.284118  -9.648587  -1.058102
H  2.652446  -7.135840  -6.106068
H  -1.751121  7.037515  -3.902274
C  -6.450098  1.134169  2.185289
F  -8.962029  -1.394292  3.484255
O  6.876393  -4.932421  3.137476
O  -9.507297  2.539495  4.504392
H  -6.341042  -0.493533  3.640973
H  -0.182573  6.588783  -1.553374
C  5.043992  -0.739754  1.682796
H  -8.205468  0.364948  5.059507
H  -1.012100  4.862554  -4.677318
H  -4.612031  2.581483  -0.601478
H  4.308144  -6.456360  -4.065381
Si  -2.399468  6.758043  -0.247285
C  -8.166340  2.839848  2.595088
H  0.893564  2.259795  2.790304
H  3.500431  -3.057427  2.151798
C  1.886697  -1.395697  1.130082
C  3.192016  -7.617888  0.633513
O  -5.538820  0.719972  1.491352
H  5.513993  0.229447  1.479737
H  -2.859352  5.944380  -2.980199
C  3.610048  -8.744028  -0.057021
C  1.247007  -7.659686  -4.443042
O  6.427001  -3.913388  1.309919
N  3.980298  -6.564858  0.891269
H  1.065567  -1.053779  0.490368
C  -1.413233  7.172704  1.369729
C  3.114545  -3.411728  1.191214
H  4.912326  -1.283569  0.745932
H  -1.131320  8.084386  -1.953105
C  5.755607  -7.709045  -0.260524
O  5.509077  -3.284070  3.148535
H  3.063223  -6.898079  -1.936917
H  -6.841751  2.889477  0.942885
C  1.417921  -7.572247  -3.084601
H  2.121735  0.527329  2.038623
H  5.859796  -5.762716  0.667404
C  0.607741  3.276841  -0.341285
H  -1.877578  8.028532  1.943570
H  -1.408498  6.253379  2.041843
H  0.758105  -7.820550  -2.267897
O  3.814355  -0.539031  2.369920
H  1.447525  -1.856004  2.021228
C  -1.767623  6.245103  -3.078640
H  -4.061427  3.321098  -1.999014
H  -3.539561  7.662301  -0.408645
N  -0.008064  3.980870  1.710293
H  -1.588958  3.888028  -1.775787
C  -8.598477  2.122397  3.816515
H  0.248835  5.468329  -3.473569
C  5.242366  -6.628808  0.442956
H  2.929305  -9.566732  -0.235203
O  1.076437  2.331308  0.571623
H  5.701670  -1.319035  2.326535
C  2.746997  -0.189031  1.501315
C  2.443869  -7.200263  -5.048879
H  -5.171412  5.940718  -1.235924

Force components x, y, z for each atom (eV/Å):
0.06 0.02 0.05
0.20 -0.27 -0.08
-0.53 -0.48 1.73
0.00 -0.07 -0.02
0.11 -0.10 -0.07
1.09 -1.63 -2.60
0.28 -0.31 -1.31
-0.14 0.06 0.01
-0.70 -0.45 -0.30
0.34 -0.32 0.01
0.04 -0.11 0.07
-1.43 2.88 -0.87
-0.05 -0.12 -0.03
-0.01 -0.01 0.10
-0.03 -0.02 0.04
-1.54 0.59 1.20
-0.18 0.16 0.07
-0.01 0.39 0.45
-0.33 -0.38 0.24
0.61 0.97 0.65
1.18 -1.94 -0.72
-0.01 0.00 -0.15
-0.03 0.04 0.04
-0.06 0.30 0.38
0.04 0.06 0.08
-0.29 0.38 1.37
-0.51 -1.05 -0.56
-1.66 2.48 -0.94
0.51 0.75 1.32
-0.67 -1.19 -1.21
-0.03 0.04 0.02
0.00 -0.01 0.08
-0.10 -1.07 0.96
0.08 -0.16 -0.11
0.35 0.53 0.03
-0.19 0.20 0.01
0.21 -0.02 -0.09
-0.08 0.00 -0.02
-1.26 0.47 0.22
0.20 0.13 0.15
0.03 0.02 -0.03
0.81 1.31 1.94
-0.15 0.35 -0.71
-0.08 -0.02 -0.01
2.02 -1.52 1.10
0.16 0.04 -0.24
-0.08 0.48 -1.70
-0.01 0.10 -0.03
-0.05 -0.23 -0.50
0.10 0.34 0.18
-0.03 0.17 0.06
-0.02 0.05 -0.09
1.30 0.00 -0.17
0.04 -0.03 0.02
-0.13 -0.07 0.08
-0.04 0.33 0.15
0.14 -0.45 -0.32
0.02 0.10 0.03
1.75 0.70 0.47
0.01 -0.22 -0.29
-0.11 0.02 0.01
-0.14 -1.37 0.35
-0.18 -0.15 -0.04
0.09 -0.26 0.08
-0.03 -0.05 -0.08
-0.02 -0.03 -0.05
0.01 0.04 0.11
-0.04 -0.10 0.03
-0.06 -0.27 -0.14
-1.59 2.20 3.20
0.43 -0.94 -0.60
0.02 1.12 -0.86
0.03 0.02 -0.08
-0.27 0.03 -0.50
0.13 0.07 0.05
-0.02 1.01 -0.63
-0.48 -0.15 0.38
-0.30 0.01 -0.02
2.30 -4.00 -0.41
0.80 -0.03 -1.23
-0.32 0.02 0.10
-1.29 -0.61 -0.46
-0.18 0.26 0.20
0.00 0.05 0.01
-0.69 0.62 0.14
-0.16 0.15 0.00
0.40 -0.15 0.45
0.15 0.05 -0.06
0.23 0.26 -0.08

Partial charges, Mulliken, in e: 0.389 -0.225 -0.273 0.357 -0.057 0.428 -0.426 0.129 0.004 1.157 -0.206 -0.098 0.323 0.324 0.425 0.348 -0.213 -0.385 -0.336 0.497 0.429 0.159 0.394 0.032 -0.430 0.147 -0.508 -0.005 -0.597 0.329 0.402 0.387 0.317 0.376 -0.488 -0.571 -0.533 0.416 0.197 -0.697 0.353 -0.496 0.259 0.375 0.148 -0.442 0.421 0.347 -0.620 -0.315 -0.558 0.346 0.269 -0.596 -0.533 -0.544 -0.237 0.447 -0.606 -0.579 0.338 0.456 -0.893 -0.540 0.198 0.491 -0.381 -0.331 0.378 0.204 0.469 0.300 0.361 -0.402 0.338 -0.694 0.255 -0.214 -0.696 -0.317 0.408 0.546 0.180 0.387 -0.201 0.227 0.401 -0.491 -0.133

Question: Which value of charge does entry 1 give?
Answer: -1